Density functional theory data (ωB97M-V/def2-TZVPD) for C15H24N2O2 in the gas phase.

The value obtained for the energy above the lowest of the compared OMol25 structures with the same formula, charge and spin is 231.0 kJ/mol. As for the SMILES: CC1(C)CC(=O)C=C(NNC(=O)C2CCCCC2)C1.

The geometry in ORCA input format:
```
! RIJCOSX wB97M-V def2-TZVPD def2/J DEFGRID3
* xyz 0 1
C -4.43 -0.73 -1.34
C -4.13 -0.66 0.16
C -5.07 -1.62 0.91
C -4.33 0.77 0.67
C -3.35 1.76 0.08
O -3.65 2.93 -0.07
C -2.04 1.24 -0.25
C -1.71 -0.06 -0.10
N -0.51 -0.58 -0.50
N 0.59 0.23 -0.77
C 1.79 -0.08 -0.22
O 1.88 -1.01 0.55
C 2.92 0.84 -0.66
C 3.52 1.58 0.54
C 4.30 0.65 1.46
C 5.40 -0.06 0.68
C 4.79 -0.87 -0.45
C 4.02 0.04 -1.40
C -2.68 -1.07 0.43
H -5.46 -0.44 -1.53
H -3.78 -0.07 -1.89
H -4.29 -1.75 -1.71
H -6.11 -1.34 0.73
H -4.93 -2.64 0.56
H -4.89 -1.58 1.98
H -4.19 0.79 1.76
H -5.35 1.12 0.47
H -1.34 1.97 -0.62
H -0.19 -1.43 -0.05
H 0.46 0.93 -1.49
H 2.51 1.58 -1.36
H 2.72 2.08 1.09
H 4.19 2.36 0.16
H 3.62 -0.09 1.88
H 4.72 1.23 2.28
H 5.96 -0.72 1.35
H 6.10 0.68 0.28
H 5.57 -1.39 -1.01
H 4.11 -1.61 -0.03
H 3.56 -0.54 -2.20
H 4.70 0.76 -1.85
H -2.53 -1.15 1.51
H -2.47 -2.04 -0.01
*
```

Atom charges from the natural (NBO) analysis, given in e for atoms 1 to 6: number 1, C, carries -0.616; number 2, C, carries -0.025; number 3, C, carries -0.598; number 4, C, carries -0.506; number 5, C, carries 0.552; number 6, O, carries -0.569